1.
A molecular structure, C33H25F6InN3O8P2S5. Source: the OMol25 dataset; level of theory: ωB97M-V with the def2-TZVPD basis set.

```
83
Properties=species:S:1:pos:R:3:forces:R:3
In 0.372 -0.911 -1.547 -0.15 -0.80 1.44
N -0.805 1.215 2.029 -0.10 1.57 1.91
P 0.811 1.115 2.569 -0.91 -2.31 -4.46
C 1.480 2.585 3.183 0.14 0.57 1.90
C 2.890 2.573 3.153 0.03 1.00 -0.03
C 3.569 3.714 3.579 0.60 0.17 0.31
C 2.861 4.844 4.032 0.04 -0.73 -0.50
C 1.486 4.759 4.171 -0.87 0.40 0.53
C 0.775 3.616 3.812 -0.04 0.28 -0.62
C 0.780 -0.361 3.529 -0.58 0.09 0.87
C -0.083 -0.316 4.650 0.85 -1.05 0.12
C -0.408 -1.493 5.310 0.02 0.47 -0.15
C 0.052 -2.699 4.787 0.38 -0.59 -0.12
C 0.973 -2.745 3.756 0.72 -0.25 -1.55
C 1.327 -1.584 3.031 0.08 1.31 0.99
P -1.369 0.844 0.486 0.03 -1.47 -2.08
C -2.568 2.167 0.136 -0.25 -0.81 0.21
C -3.481 2.415 1.152 -0.14 1.37 0.03
C -4.212 3.596 1.113 -0.25 -0.27 -0.05
C -4.197 4.367 -0.049 -0.07 0.56 0.61
C -3.376 4.031 -1.107 -0.24 -0.59 -0.95
C -2.572 2.894 -1.062 0.13 -0.01 0.95
C -2.586 -0.590 0.717 -0.69 1.02 0.20
C -2.623 -1.341 1.891 -0.64 -0.53 -0.30
C -3.666 -2.274 2.073 -0.30 -0.22 -0.25
C -4.690 -2.432 1.118 0.08 0.07 1.00
C -4.701 -1.608 -0.003 1.19 -0.07 0.28
C -3.636 -0.748 -0.234 0.69 0.23 0.68
H -1.437 1.800 2.565 -0.05 -0.19 0.30
H 3.446 1.746 2.710 -0.31 0.15 0.19
H 4.683 3.721 3.602 -1.03 0.05 -0.29
H 3.364 5.790 4.191 0.09 -0.16 0.32
H 0.895 5.578 4.604 0.50 -0.16 -0.31
H -0.336 3.630 3.904 1.04 -0.24 -0.09
H -0.445 0.629 5.055 0.08 -0.04 -0.24
H -0.943 -1.462 6.249 -0.35 -0.09 -0.19
H -0.315 -3.653 5.166 0.29 0.28 0.27
H 1.467 -3.660 3.363 -0.80 0.44 0.53
H 2.124 -0.786 1.456 -0.06 -0.33 0.54
H -3.603 1.734 1.991 0.23 0.07 -0.01
H -4.777 3.882 1.995 -0.29 0.03 -0.29
H -4.823 5.258 -0.135 0.21 -0.22 0.15
H -3.441 4.603 -2.026 0.10 0.05 0.06
H -1.964 2.552 -1.904 0.01 0.35 0.32
H -1.868 -1.216 2.663 -0.07 0.01 -0.09
H -3.727 -2.888 2.984 0.25 0.33 -0.41
H -5.507 -3.155 1.322 0.63 0.59 -0.25
H -5.478 -1.633 -0.727 -0.63 -0.24 -0.47
H -3.629 -0.154 -1.145 0.02 -0.02 0.16
F 1.271 -4.741 -0.077 0.38 0.14 0.23
C 2.408 -5.380 0.241 0.02 0.12 -0.94
F 2.291 -6.623 -0.232 0.18 -0.12 0.23
F 2.500 -5.434 1.577 0.10 0.02 0.05
S 3.969 -4.521 -0.526 -0.64 0.34 0.35
O 2.214 -1.614 2.020 -0.65 -0.36 0.21
O 5.008 -5.553 -0.415 -0.31 0.11 -0.15
N 3.383 -4.522 -2.060 0.35 -0.54 -0.06
S 2.645 -3.406 -2.806 0.43 1.39 0.57
O 2.101 -2.343 -1.904 0.92 -1.47 -1.20
O 1.831 -3.932 -3.857 -0.17 0.28 0.05
C 3.902 -2.339 -3.784 -0.13 -0.14 0.45
F 3.209 -1.492 -4.550 -0.24 0.21 0.01
F 4.708 -3.023 -4.578 0.01 -0.87 -0.46
F 4.720 -1.620 -3.007 -0.31 0.15 0.58
S -1.567 -2.751 -2.433 -0.40 -0.36 -0.46
C -1.112 -1.870 -3.804 0.32 0.32 0.69
N -0.197 -0.901 -3.705 -0.08 -0.58 -1.23
C 0.051 -0.241 -4.898 -0.84 0.37 0.55
C 0.822 0.962 -4.997 -0.67 -1.16 -0.56
C 0.713 1.680 -6.177 -0.45 -1.33 -0.74
C -0.146 1.179 -7.216 0.59 0.82 0.89
C -0.900 0.031 -7.093 0.56 -0.09 0.49
C -0.785 -0.728 -5.920 0.23 1.38 -0.87
S -1.810 -2.037 -5.419 0.72 0.28 0.55
H 1.442 1.220 -4.146 -0.07 0.21 -0.18
H 1.326 2.545 -6.409 -0.17 0.05 0.31
H -0.251 1.801 -8.087 -0.01 -0.01 -0.37
H -1.577 -0.263 -7.872 -0.21 -0.09 -0.30
O 1.580 0.807 1.301 0.27 0.15 0.61
S 2.601 1.811 -0.899 -3.44 0.34 -0.31
O 2.689 3.177 -0.510 0.19 0.40 0.20
O 1.318 1.300 -1.417 2.09 1.26 -0.45
O 3.557 0.877 -0.504 1.85 -1.29 0.10
```
Positions in Å, forces in eV/Å.

Properties
- orbital gap (spin up / spin down) (eV) = 4.62 / 4.68
- HOMO (spin up / spin down) (eV) = -3.2 / -3.3
- relative energy (zero: lowest compared OMol25 entry of this formula, charge and spin) (kJ/mol) = 177.9
- total charge = -1



2.
7 unconnected molecules or ions with the total composition C33H26BF4O21. Source: the OMol25 dataset; level of theory: ωB97M-V with the def2-TZVPD basis set.

```
85
Properties=species:S:1:pos:R:3:forces:R:3
B -1.312 -0.710 -0.330 1.66 -1.30 -0.26
F -1.993 -0.628 0.910 0.28 -0.39 -0.07
F -1.345 0.484 -0.954 -0.35 2.08 -0.72
F 0.087 -1.069 -0.193 -0.22 0.41 1.07
F -1.797 -1.691 -1.184 -1.10 -0.41 0.02
C -4.716 -3.592 5.145 3.77 4.38 1.04
C -3.733 -2.764 5.947 -4.78 -4.23 0.53
C -3.083 -1.526 5.422 -1.72 -2.81 -0.12
O -2.470 -0.747 6.053 2.06 2.12 3.71
C -3.198 -1.376 4.087 -0.51 -1.86 -11.11
C -3.970 -2.281 3.115 3.55 2.98 1.57
C -4.888 -3.237 3.697 -2.22 -2.07 0.49
O -5.780 -3.772 3.017 1.44 0.91 1.18
O -3.820 -2.406 1.755 -2.65 -1.01 4.08
O -3.603 -3.054 7.310 -0.71 -0.48 -2.55
H -5.506 -4.259 5.440 0.38 -0.33 0.91
H -2.331 -0.825 3.504 -2.05 -0.58 1.52
H -3.053 -1.938 1.571 2.81 2.08 -1.50
H -3.324 -2.285 7.790 0.62 0.95 0.12
C 2.210 -0.268 5.444 -3.85 -0.81 -7.19
C 1.969 0.171 3.984 0.06 -3.32 4.98
C 2.890 1.174 3.408 -0.04 1.16 0.46
O 2.725 1.478 2.243 0.39 -0.01 -0.20
C 3.852 1.863 4.310 1.40 -0.02 4.36
C 3.931 1.502 5.754 1.04 1.50 -2.65
C 3.129 0.337 6.320 -0.31 1.07 -2.36
O 3.274 -0.023 7.443 0.80 -0.30 2.65
O 4.781 2.073 6.710 -1.04 0.07 -3.07
O 1.037 -0.471 3.205 1.74 1.76 -0.09
H 1.536 -1.151 5.682 1.16 1.38 0.30
H 4.509 2.705 3.882 -1.23 -1.54 0.76
H 4.548 1.834 7.612 -0.50 -0.75 -0.02
H 1.055 -0.153 2.232 0.18 -0.40 2.00
C -0.293 3.362 -6.892 6.22 -0.34 0.63
C 1.188 3.290 -6.529 -5.08 0.93 -3.67
C 1.517 3.118 -5.116 3.58 -1.94 -0.15
O 2.749 2.997 -4.875 -1.05 0.69 -0.32
C 0.593 2.785 -4.154 -8.73 1.40 -2.62
C -0.983 2.931 -4.523 5.47 -0.16 1.65
C -1.333 3.093 -5.972 -4.45 0.94 0.86
O -2.597 3.106 -6.230 4.51 -0.22 0.31
O -1.993 3.004 -3.658 3.17 -1.73 1.24
O 2.253 3.365 -7.440 -12.75 4.85 -4.22
H -0.644 3.572 -7.860 0.09 0.07 -1.26
H 0.924 2.449 -3.256 0.63 -0.68 2.72
H -1.518 2.677 -2.798 -1.73 0.89 -1.42
H 2.878 3.027 -7.032 10.15 -4.85 6.43
C -7.007 -3.137 -4.231 -3.12 5.22 3.47
C -7.749 -2.067 -3.502 1.47 -2.73 -4.61
C -7.002 -0.911 -3.000 -0.98 1.22 1.89
O -7.602 0.082 -2.545 0.69 -1.27 -1.06
C -5.610 -1.121 -2.847 3.61 -5.01 -4.27
C -4.880 -2.239 -3.594 3.25 6.80 5.85
C -5.564 -3.213 -4.376 -2.81 1.86 2.80
O -5.030 -4.104 -4.889 2.38 -3.80 -2.92
O -3.430 -2.419 -3.377 -5.91 -2.71 -3.31
O -9.094 -1.929 -3.574 3.33 -8.84 1.17
H -7.528 -3.963 -4.526 -1.47 -1.92 -1.15
H -5.027 -0.404 -2.374 0.93 1.07 0.96
H -2.987 -1.754 -2.933 0.94 2.56 2.01
H -9.433 -1.152 -3.710 -2.21 7.46 -0.68
C 5.710 2.953 -1.534 -0.27 7.47 1.60
C 4.971 4.165 -0.905 3.15 -3.30 -3.87
C 3.529 4.087 -0.545 -1.05 -4.03 1.09
O 2.906 4.999 -0.091 -0.16 2.24 0.21
C 2.928 2.705 -0.503 4.89 -4.52 -2.92
C 3.789 1.530 -0.983 -3.03 1.47 4.45
C 5.234 1.614 -1.457 -1.01 -1.58 -0.91
O 5.814 0.581 -1.797 -0.41 1.66 0.55
O 3.472 0.205 -0.485 2.41 3.35 -2.58
O 5.481 5.439 -0.987 0.47 -3.07 -0.38
H 6.649 3.339 -2.078 -1.38 -1.33 1.07
H 2.093 2.340 0.076 -0.33 0.90 0.00
H 2.591 0.324 -0.215 -2.28 -0.30 0.88
H 4.886 5.973 -0.486 -1.12 1.03 0.65
C 5.422 -2.805 0.186 -2.34 1.03 -6.16
C 4.228 -3.380 0.782 1.36 -5.81 0.98
O 4.209 -4.623 1.041 -0.16 3.18 -1.01
C 3.246 -2.502 1.336 -3.74 -3.43 -1.51
H 6.253 -2.927 0.663 4.75 -1.28 3.52
H 5.365 -1.770 0.006 -0.56 1.66 0.20
H 5.737 -3.088 -0.893 -1.08 -0.46 1.58
H 3.767 -1.839 1.821 2.47 4.11 2.99
H 2.616 -3.127 1.980 -0.14 0.55 -0.12
H 2.695 -2.032 0.551 -0.62 0.44 -0.46
```
Positions in Å, forces in eV/Å.

Properties
- orbital gap (eV) = 6.33
- HOMO (eV) = -7.1
- relative energy (zero: lowest compared OMol25 entry of this formula, charge and spin) (kJ/mol) = 275.9
- total charge = -1



3.
A molecular structure, C33H26Br4N7O2SYb. Source: the OMol25 dataset; level of theory: ωB97M-V with the def2-TZVPD basis set.

```
74
Properties=species:S:1:pos:R:3:forces:R:3
Yb -0.047 0.420 0.091 0.19 0.21 -0.79
C 0.614 0.391 4.604 -1.11 -0.02 0.41
C 0.807 0.538 3.229 1.89 -0.28 1.28
N -0.130 0.829 2.410 -1.89 0.09 -0.66
C -1.372 1.011 2.905 -1.89 1.57 -0.70
C -1.730 0.741 4.249 -0.17 -0.60 0.46
C -0.659 0.395 5.149 0.05 -0.08 -0.74
C -3.131 0.826 4.606 0.95 0.27 -0.89
C -3.955 1.418 3.690 -1.72 0.89 1.20
C -3.583 1.961 2.430 -0.23 -0.57 0.64
C -2.345 1.700 1.920 2.46 -1.90 2.32
N -1.763 1.852 0.722 -0.41 0.48 -0.76
C -2.450 2.533 -0.255 0.26 0.01 -1.67
C -3.079 3.745 -0.178 -0.94 -0.19 1.76
C -3.922 4.278 -1.184 -0.35 0.01 0.49
C -4.044 3.687 -2.386 0.11 -1.20 -1.91
C -3.288 2.458 -2.607 -0.34 0.97 0.28
C -3.298 1.682 -3.774 -0.33 1.07 -2.05
C -2.519 0.586 -3.925 -0.46 -0.33 -0.79
C -1.793 0.091 -2.867 -0.56 -0.17 -0.04
N -1.844 0.732 -1.728 1.54 0.12 1.33
C -2.479 1.934 -1.571 -0.48 -0.87 -0.22
H 1.438 0.281 5.254 0.92 -0.37 0.42
H 1.780 0.411 2.792 0.47 -0.05 -0.02
H -0.759 0.112 6.227 -0.36 0.56 -1.12
H -3.470 0.445 5.558 -0.07 0.18 0.08
H -5.023 1.650 4.024 1.47 -0.62 -0.59
H -4.341 2.479 1.893 -0.33 0.28 -0.49
H -3.175 4.124 0.845 0.24 0.42 -0.47
H -4.620 5.063 -0.920 0.41 0.36 -0.03
H -4.706 4.068 -3.215 0.74 -0.46 1.13
H -3.777 1.939 -4.758 -0.11 0.42 1.53
H -2.571 0.127 -4.894 0.34 -0.52 -0.12
H -1.288 -0.867 -2.996 0.29 0.31 0.58
Br 6.576 -1.714 -0.546 1.14 -0.68 -0.20
C 5.131 -0.620 -0.283 -0.43 1.04 -0.26
C 5.243 0.782 -0.318 0.37 -0.77 0.71
Br 6.982 1.551 -0.181 -0.45 0.06 -0.30
C 4.093 1.540 -0.147 0.39 0.78 -0.09
Br 4.121 3.418 -0.062 0.18 0.23 -0.14
C 2.844 0.983 0.058 -0.77 0.66 0.63
O 1.731 1.664 0.229 -0.17 0.12 -0.03
C 2.774 -0.388 0.196 -1.31 -3.32 0.22
O 1.612 -1.056 0.505 0.12 1.93 -0.50
C 3.881 -1.167 -0.069 0.14 -0.94 -0.25
Br 3.574 -3.095 -0.245 0.39 0.91 0.29
N 1.428 -1.811 -2.430 -0.86 -1.43 1.46
C 1.833 -0.609 -2.852 -1.81 0.92 1.57
C 2.675 -0.539 -3.926 -0.23 0.87 -0.16
C 2.775 0.694 -4.513 1.88 -1.32 -1.32
C 2.241 1.792 -3.933 -0.06 2.35 -1.31
C 1.433 1.614 -2.866 -1.29 0.85 1.90
N 1.196 0.463 -2.265 0.78 -1.88 -1.09
H 1.975 -2.576 -2.768 0.14 -0.42 0.11
H 1.111 -1.918 -1.450 0.52 0.17 -0.72
H 3.104 -1.457 -4.248 0.42 -0.34 -0.66
H 3.326 0.767 -5.446 0.12 0.20 0.12
H 2.405 2.785 -4.395 -0.35 -0.72 0.50
H 0.854 2.402 -2.402 0.37 0.59 -0.17
C -0.633 -4.637 -0.386 0.65 -1.25 -0.98
N -0.054 -3.871 0.680 -0.15 -0.70 0.31
C 0.817 -4.552 1.635 0.93 0.09 -0.56
C 1.154 -3.437 2.602 0.42 -0.81 0.93
N -0.048 -2.662 2.488 -0.72 1.20 0.71
C -0.644 -2.866 1.316 0.31 1.23 -0.99
S -1.784 -1.812 0.629 -0.24 0.01 -0.07
H -1.255 -4.068 -1.074 0.53 0.50 -0.01
H -1.334 -5.368 0.007 0.03 -0.45 0.26
H 0.206 -5.204 -0.928 -1.26 0.95 0.64
H 1.681 -4.975 1.103 -0.25 0.05 0.37
H 0.272 -5.295 2.180 -0.43 -0.88 0.07
H 2.016 -2.888 2.284 0.51 0.56 -0.32
H 1.328 -3.801 3.634 -0.21 0.14 -0.57
H -0.119 -1.710 2.847 0.07 -0.50 0.08
```
Positions in Å, forces in eV/Å.

Properties
- orbital gap (spin up / spin down) (eV) = 6.99 / 6.99
- HOMO (spin up / spin down) (eV) = -7.1 / -7.1
- relative energy (zero: lowest compared OMol25 entry of this formula, charge and spin) (kJ/mol) = 149.7
- total charge = 0
- multiplicity = 2



What is the total charge in the second record? -1